[1]
Molecular formula: C20H56O8
Method: DFT, the ωB97M-V functional and the def2-TZVPD basis

Last column: Mulliken charge in e.
Element x y z (Å)
C1 -2.477 3.095 1.471  -1.1035
C2 -2.739 1.725 2.014  0.5026
O1 -3.720 1.781 3.033  -0.6062
H1 -1.769 3.080 0.642  0.4173
H2 -1.965 3.678 2.237  0.3487
H3 -3.401 3.582 1.161  0.3588
H4 -1.809 1.323 2.415  -0.2046
H5 -2.925 1.058 1.172  0.1149
H6 -4.064 0.894 3.164  0.3547
C3 -0.570 -0.406 1.424  -2.7183
C4 0.262 0.049 0.154  1.0087
O2 0.236 -1.034 -0.746  -0.7874
H7 -0.271 -1.411 1.722  1.0921
H8 -1.641 -0.588 1.331  1.1847
H9 -0.508 0.296 2.256  0.4853
H10 1.256 0.189 0.578  -0.3904
H11 -0.045 1.026 -0.219  -1.1033
H12 0.679 -0.723 -1.538  -0.6667
C5 2.157 0.963 2.278  0.0833
C6 3.644 0.744 2.258  -0.5608
O3 3.990 0.035 3.417  -0.5625
H13 1.845 1.380 1.320  -0.1838
H14 1.957 1.727 3.029  0.7228
H15 1.570 0.059 2.441  -0.0398
H16 4.089 1.727 2.413  0.3555
H17 3.971 0.341 1.299  0.3089
H18 3.606 0.507 4.160  0.3275
C7 2.147 -1.470 -2.813  -0.6943
C8 1.950 -0.048 -2.523  -0.6076
O4 1.772 0.285 -1.149  -0.5404
H19 1.164 -1.938 -2.770  -0.0011
H20 2.829 -1.893 -2.075  0.1608
H21 2.489 -1.845 -3.778  0.4713
H22 1.091 0.287 -3.105  0.0534
H23 2.788 0.510 -2.940  0.4387
H24 2.603 0.302 -0.668  0.1084
C9 2.286 -4.002 -1.664  -1.5677
C10 1.117 -3.147 -0.976  1.0599
C11 0.171 -4.047 -0.114  -1.5585
O5 1.624 -2.088 -0.278  -0.4311
H25 1.770 -4.745 -2.272  0.3711
H26 2.941 -4.484 -0.938  0.3640
H27 2.959 -3.439 -2.310  0.4201
H28 0.495 -2.722 -1.765  0.2763
H29 0.681 -4.661 0.628  0.3761
H30 -0.345 -4.620 -0.885  0.4616
H31 -0.553 -3.462 0.453  0.2624
H32 0.952 -1.455 -0.015  0.7665
C12 0.480 2.700 -0.827  -0.0714
C13 0.537 3.301 -2.242  -0.1694
C14 2.036 3.643 -2.648  -1.5819
O6 0.095 2.325 -3.166  -0.7036
H33 1.041 3.259 -0.078  0.5425
H34 0.940 1.717 -0.925  0.3276
H35 -0.467 2.611 -0.296  -0.4927
H36 -0.072 4.183 -2.442  0.5890
H37 2.242 4.534 -2.055  0.4021
H38 1.987 3.839 -3.719  0.4135
H39 2.762 2.881 -2.368  0.2028
H40 -0.844 2.181 -3.035  0.6424
C15 -1.392 -3.161 2.600  -0.3008
C16 -1.491 -2.665 4.066  0.0936
C17 -0.834 -1.347 4.292  -0.9709
O7 -2.807 -2.560 4.333  -0.5527
H41 -0.434 -3.673 2.501  0.4334
H42 -1.615 -2.285 1.992  -0.1642
H43 -2.198 -3.856 2.366  0.3352
H44 -0.953 -3.404 4.659  0.3510
H45 -1.382 -0.604 3.712  0.0643
H46 0.239 -1.371 4.103  0.2988
H47 -1.042 -0.951 5.286  0.4606
H48 -3.073 -3.400 4.716  0.3922
C18 -3.520 1.592 -3.204  -1.3075
C19 -2.220 1.432 -2.362  0.4961
C20 -1.253 0.389 -3.016  -1.4328
O8 -1.677 2.751 -2.248  -0.4953
H49 -3.711 0.605 -3.626  0.3467
H50 -3.380 2.408 -3.914  0.3469
H51 -4.326 1.917 -2.546  0.4083
H52 -2.382 0.969 -1.389  -0.0911
H53 -0.840 0.731 -3.965  0.5427
H54 -1.811 -0.516 -3.257  0.6048
H55 -0.506 0.129 -2.265  0.7088
H56 -2.424 3.284 -1.965  0.4025

Calculated values
- energy above the lowest of the compared OMol25 structures with the same formula, charge and spin (eV) = 15.8962
- strongest force on any atom (eV/A) = 16.17
- multiplicity = 1
- E_tot (eV) = -38011.3185

***

[2]
Molecular formula: C20H57N7O10
Method: DFT, the ωB97M-V functional and the def2-TZVPD basis

Last column: Mulliken spin population.
Element x y z (Å)
C1 1.412 -3.897 -1.733  0.0012
O1 1.464 -3.801 -2.937  0.0006
N1 0.896 -2.997 -0.996  -0.0004
N2 2.111 -4.779 -1.123  0.0003
H1 0.452 -2.190 -1.410  -0.0009
H2 0.776 -3.164 -0.007  -0.0001
H3 1.982 -4.821 -0.122  0.0000
H4 2.323 -5.623 -1.635  0.0000
C2 -2.587 -4.410 -0.493  0.0000
O2 -1.964 -5.184 0.296  0.0000
N3 -2.879 -3.183 -0.276  0.0000
N4 -3.135 -4.697 -1.664  0.0000
H5 -2.672 -2.692 0.582  0.0000
H6 -3.153 -2.511 -0.978  0.0000
H7 -3.661 -3.868 -1.899  0.0000
H8 -3.226 -5.641 -2.014  0.0000
C3 0.024 0.029 -3.227  -0.0009
O3 1.371 0.004 -3.550  0.0018
C4 2.245 -0.068 -2.398  0.0246
C5 3.664 0.371 -2.844  0.0129
N5 4.160 -0.474 -3.927  0.7251
C6 5.235 0.262 -4.665  0.0144
C7 4.683 1.110 -5.817  0.0645
O4 5.760 1.469 -6.777  0.0500
C8 6.301 0.269 -7.457  0.0022
H9 -0.203 1.073 -3.009  -0.0005
H10 -0.371 -0.737 -2.560  0.0009
H11 -0.449 -0.161 -4.190  0.0000
H12 2.263 -1.070 -1.969  -0.0104
H13 1.932 0.549 -1.556  0.0032
H14 4.444 0.367 -2.082  0.0209
H15 3.550 1.362 -3.282  0.0486
H16 3.332 -0.647 -4.480  -0.0099
H17 5.830 -0.533 -5.113  0.0346
H18 5.958 0.881 -4.133  0.0020
H19 4.475 2.050 -5.306  0.0115
H20 3.818 0.800 -6.404  -0.0026
H21 5.703 -0.597 -7.738  -0.0003
H22 7.038 -0.030 -6.712  0.0049
H23 6.793 0.512 -8.400  0.0015
C9 2.865 2.002 3.393  0.0000
O5 1.825 1.087 3.503  0.0000
C10 1.890 0.320 2.303  -0.0001
C11 1.048 -0.960 2.301  0.0000
N6 -0.343 -0.592 2.509  0.0000
C12 -1.102 -1.760 2.905  0.0000
C13 -2.625 -1.376 3.187  0.0000
O6 -3.329 -1.490 2.014  0.0000
C14 -4.761 -1.328 1.924  0.0000
H24 2.775 2.739 2.595  0.0000
H25 3.861 1.577 3.268  0.0000
H26 3.011 2.570 4.311  0.0000
H27 2.834 -0.039 1.895  0.0000
H28 1.440 0.966 1.548  0.0000
H29 1.223 -1.530 3.213  0.0000
H30 1.033 -1.718 1.518  0.0001
H31 -0.254 0.038 3.293  0.0000
H32 -0.645 -2.249 3.765  0.0000
H33 -1.021 -2.533 2.141  0.0000
H34 -2.780 -0.353 3.532  0.0000
H35 -3.056 -2.018 3.955  0.0000
H36 -5.213 -1.371 0.933  0.0000
H37 -5.070 -0.354 2.304  0.0000
H38 -5.233 -1.955 2.679  0.0000
C15 -3.114 2.603 -1.253  0.0000
O7 -2.499 2.567 0.047  0.0000
C16 -3.358 2.789 1.142  0.0000
C17 -2.534 2.657 2.418  0.0000
N7 -1.673 3.862 2.559  0.0000
C18 -0.671 3.822 3.580  0.0000
C19 -1.264 3.702 4.990  0.0000
O8 -1.504 2.373 5.188  0.0000
C20 -2.310 2.085 6.273  0.0000
H39 -4.118 2.181 -1.203  0.0000
H40 -2.708 1.984 -2.053  0.0000
H41 -3.253 3.606 -1.658  0.0000
H42 -4.290 2.223 1.122  0.0000
H43 -3.705 3.822 1.108  0.0000
H44 -2.011 1.703 2.489  0.0000
H45 -3.286 2.558 3.201  0.0000
H46 -1.265 3.906 1.636  0.0000
H47 -0.086 4.727 3.420  0.0000
H48 0.037 3.060 3.256  -0.0001
H49 -2.152 4.322 5.111  0.0000
H50 -0.525 4.119 5.675  0.0000
H51 -3.314 2.340 5.932  0.0000
H52 -2.017 2.433 7.263  0.0000
H53 -2.354 0.996 6.289  0.0000
O9 -0.881 -0.232 -0.159  0.0002
H54 -1.160 -0.481 0.722  0.0000
H55 -1.100 0.697 -0.227  0.0000
O10 -2.694 -1.135 -2.516  0.0000
H56 -2.292 -1.610 -3.243  0.0000
H57 -1.964 -0.682 -2.093  0.0001

Calculated values
- ⟨S²⟩ = 0.755
- energy above the lowest of the compared OMol25 structures with the same formula, charge and spin (eV) = 0.0000
- strongest force on any atom (eV/A) = 6.72
- charge = +1
- multiplicity = 2
- E_tot (eV) = -52555.9397